Entry 1:
Entry from the OMol25 dataset: a structure of composition C22H30CuN4O2S3SbSe (ωB97M-V with the def2-TZVPD basis set).

Structure (XYZ):
```
64
Properties=species:S:1:pos:R:3:forces:R:3
Cu -1.2146 0.1783 -1.9054 0.12 0.04 -0.02
S -2.8046 -3.8566 -0.2504 -0.04 -0.03 0.00
Sb -2.5442 -2.8328 -2.2820 -0.06 0.02 -0.08
S -3.3538 -0.5145 -1.8806 -0.06 -0.05 0.05
S -0.2984 -1.7393 -2.2899 0.02 0.00 0.09
C 3.6539 -1.0061 3.4099 -0.03 -0.01 0.01
C 4.8322 -0.8078 2.4583 0.02 -0.01 0.00
C 4.5719 0.2004 1.3348 0.01 0.02 -0.01
C 3.8624 -0.3598 0.1064 0.00 -0.01 -0.01
N 2.6036 -1.0162 0.4048 -0.02 0.02 0.01
C 1.4331 -0.3776 0.6652 -0.04 0.07 0.03
Se 1.1857 1.4537 0.6048 0.00 -0.08 -0.03
N 0.5127 -1.3137 0.9645 0.02 -0.04 0.04
C -0.8984 -1.0896 1.2713 0.02 -0.01 -0.05
C -1.2049 -1.3633 2.7371 -0.03 0.00 0.01
C -0.5718 -0.3724 3.7111 0.01 -0.02 0.01
C -1.2155 1.0084 3.6627 -0.02 0.01 0.00
C 1.0835 -2.5754 0.8572 -0.04 0.04 -0.04
C 0.5292 -3.8408 0.9742 0.02 0.02 0.03
C 1.3842 -4.9121 0.7801 0.01 -0.01 -0.01
C 2.7352 -4.7268 0.4709 0.00 -0.01 0.00
C 3.2764 -3.4596 0.3252 -0.01 0.01 0.02
C 2.4177 -2.3866 0.5172 0.04 -0.02 -0.04
H 3.9366 -1.6391 4.2529 0.01 0.00 0.00
H 2.7994 -1.4768 2.9245 0.01 0.00 0.00
H 3.3169 -0.0460 3.8069 0.01 0.01 0.00
H 5.1330 -1.7711 2.0326 -0.01 0.00 0.00
H 5.6887 -0.4585 3.0417 0.00 0.01 0.00
H 5.5208 0.6159 0.9821 0.00 -0.01 0.00
H 3.9865 1.0393 1.7183 -0.01 -0.01 0.01
H 4.4883 -1.1008 -0.3935 0.00 0.00 0.00
H 3.6541 0.4422 -0.6021 0.00 0.00 0.01
H -1.4847 -1.7554 0.6341 0.01 0.00 -0.01
H -1.1204 -0.0603 0.9931 -0.01 0.00 0.02
H -0.8883 -2.3820 2.9767 0.02 0.00 0.00
H -2.2937 -1.3559 2.8426 0.00 0.02 0.01
H 0.4992 -0.2851 3.4984 -0.01 0.01 -0.01
H -0.6488 -0.7759 4.7252 -0.01 0.01 0.00
H -1.1045 1.4601 2.6765 0.00 0.00 0.00
H -0.7540 1.6864 4.3832 0.01 0.00 0.00
H -2.2821 0.9458 3.8928 0.00 -0.01 0.00
H -0.5324 -3.9765 1.1359 0.01 -0.01 0.00
H 0.9882 -5.9171 0.8435 -0.01 0.00 0.00
H 3.3687 -5.5919 0.3221 0.00 0.00 0.00
H 4.3162 -3.3205 0.0622 0.00 0.00 0.00
O -5.3513 1.1233 -3.9456 -0.01 -0.02 0.04
C -4.7124 2.1670 -4.6049 0.02 0.02 -0.02
N -4.9872 3.4750 -4.0163 0.01 0.00 0.01
C -4.1543 4.3740 -3.4302 -0.02 0.02 0.01
O -4.4899 5.5325 -3.2376 0.01 0.00 -0.01
C -2.7938 3.9068 -3.0148 0.00 -0.02 0.01
C -1.7015 4.7536 -3.1394 0.03 -0.01 0.01
C -0.4559 4.2969 -2.7453 -0.02 0.03 0.00
C -0.3389 3.0095 -2.2470 -0.03 -0.02 0.00
N -1.3940 2.2034 -2.1016 0.05 0.06 -0.07
C -2.5959 2.6562 -2.4586 -0.01 -0.01 0.03
H -4.7254 0.6045 -3.3957 0.01 0.02 -0.02
H -5.1025 2.1973 -5.6248 0.01 0.00 0.00
H -3.6318 2.0295 -4.6606 -0.02 -0.01 0.00
H -5.9040 3.8597 -4.1892 -0.01 -0.02 -0.01
H -1.8432 5.7496 -3.5383 -0.01 0.00 0.00
H 0.4235 4.9200 -2.8272 0.00 0.00 0.00
H 0.6141 2.6000 -1.9369 0.01 0.00 0.00
H -3.4186 1.9747 -2.2826 0.00 0.00 -0.01
```
Positions in Å, forces in eV/Å.

Its HOMO energy (spin up / spin down) is -0.148 / -0.147 hartree. The expectation value of S² is 0.757. Its energy above the lowest of the compared OMol25 structures with the same formula, charge and spin is 4.6 kcal per mole. The value obtained for the LUMO energy (spin up / spin down) is 2.16 / 1.55 eV. Its spin multiplicity is 2. Its charge is -1. The total energy comes out at -182391.7426 eV.

Mulliken population analysis, charges in e, atoms 1 to 4:
1. Cu -0.147
2. S -0.694
3. Sb 0.418
4. S -0.573


Entry 2:
Entry from the OMol25 dataset: a structure of composition HNO3P2 in a non-equilibrium geometry (ωB97M-V with the def2-TZVPD basis set).

Structure (XYZ):
```
7
Properties=species:S:1:pos:R:3:forces:R:3
N -0.7921 -0.5559 0.4804 0.17 -1.35 2.56
O -1.5127 -0.9796 1.3821 1.74 1.23 -2.59
O -1.1414 -0.5505 -0.7318 0.31 0.06 0.82
O 1.2644 -0.1005 -2.1686 1.29 -1.53 -1.11
P 0.3621 0.6826 -1.3651 -1.35 2.40 -0.03
P 1.3795 0.3421 0.7335 -3.77 -0.14 1.65
H 0.4402 1.1619 1.6695 1.62 -0.68 -1.30
```
Positions in Å, forces in eV/Å.

Its HOMO energy (spin up / spin down) is -0.333 / -0.333 hartree. Its energy above the lowest of the compared OMol25 structures with the same formula, charge and spin is 36.4 kcal per mole. The value obtained for the LUMO energy (spin up / spin down) is -2.46 / -2.45 eV. Its spin multiplicity is 1. The total energy comes out at -26221.3662 eV.

Mulliken population analysis, charges in e, atoms 1 to 4:
1. N 0.502
2. O -0.421
3. O -0.323
4. O -0.421


Entry 3:
Entry from the OMol25 dataset: a cluster of 8 separate species, C25H64BNO24S7 in total in a non-equilibrium geometry (ωB97M-V with the def2-TZVPD basis set).

Structure (XYZ):
```
122
Properties=species:S:1:pos:R:3:forces:R:3
C -4.3539 8.8249 -1.4367 0.12 0.40 0.06
C -5.2473 9.1226 -2.6002 0.21 -0.56 -2.23
O -5.0252 8.6115 -3.6744 -0.45 0.26 1.16
N -6.4074 9.9757 -2.4261 -0.37 0.03 1.99
B -6.1873 11.1506 -1.6075 0.22 0.35 -0.29
O -5.1892 11.9981 -1.9964 0.27 -0.88 0.14
C -7.6120 9.2216 -2.1853 -0.65 -0.86 -1.54
C -8.3873 9.4021 -0.9060 0.61 0.45 -0.27
O -8.0114 8.4565 -3.0352 0.46 0.28 0.61
H -4.4583 7.7857 -1.1562 -0.18 -0.31 0.10
H -4.4985 9.4504 -0.5652 -0.17 0.11 0.17
H -3.3406 8.9454 -1.7888 0.36 0.06 -0.07
H -6.7903 11.4307 -0.6175 -0.18 -0.15 -0.05
H -4.7737 12.3304 -1.2004 0.11 0.78 0.03
H -7.7169 9.3124 -0.0626 0.05 -0.02 0.35
H -9.1750 8.6756 -0.8655 -0.26 -0.34 -0.07
H -8.8078 10.3977 -0.8919 -0.20 0.27 0.16
O -2.6487 10.8926 -4.1089 0.19 -0.06 0.10
S -2.6019 10.6269 -5.5162 -0.33 0.12 -0.23
O -1.4737 9.9477 -6.0765 0.10 -0.08 0.13
O -2.8133 12.0034 -6.2941 -0.10 -0.08 -0.02
C -1.9619 13.1091 -5.9400 0.37 0.38 0.09
C -0.5676 12.9802 -6.5224 0.03 -0.23 0.02
C -4.0799 9.8350 -6.0307 0.06 0.18 -0.38
H -1.9323 13.2186 -4.8547 -0.06 -0.14 0.01
H -2.4541 13.9922 -6.3427 -0.17 -0.11 -0.06
H -0.0269 12.1486 -6.0735 0.00 0.01 0.02
H -0.0006 13.8938 -6.3416 -0.06 0.05 0.00
H -0.6166 12.7981 -7.5955 -0.01 0.07 -0.02
H -4.9308 10.3761 -5.6317 -0.02 -0.02 0.06
H -4.0528 8.8306 -5.6337 0.02 -0.10 0.08
H -4.1009 9.8113 -7.1179 0.07 0.07 0.00
O -3.0541 5.7788 0.4441 -0.04 0.26 -0.09
S -1.8026 5.1807 0.7967 0.11 -0.54 0.15
O -0.6242 5.9841 0.9034 -0.02 0.20 0.00
O -1.5198 3.9677 -0.1901 -0.02 -0.01 0.11
C -1.5795 4.2288 -1.6107 0.06 0.13 -0.58
C -0.3477 4.9490 -2.1218 0.04 0.14 0.22
C -1.9856 4.2346 2.2698 -0.01 -0.05 -0.02
H -2.4906 4.7808 -1.8455 -0.02 0.03 0.16
H -1.6623 3.2502 -2.0784 -0.02 -0.10 0.20
H -0.2882 5.9622 -1.7273 -0.02 0.01 -0.02
H -0.3746 5.0086 -3.2095 -0.04 -0.06 -0.01
H 0.5573 4.4240 -1.8164 0.00 -0.06 -0.06
H -2.8599 3.5981 2.1711 -0.01 -0.01 -0.02
H -2.1180 4.9392 3.0873 0.01 0.05 -0.02
H -1.0864 3.6432 2.4252 0.01 0.00 0.01
O 3.5801 2.9197 4.4029 -0.05 -0.02 0.23
S 2.5411 2.4987 3.5152 0.09 -0.09 -0.48
O 1.2678 2.0972 4.0319 -0.06 0.08 0.18
O 3.1073 1.3547 2.5702 -0.05 0.11 -0.05
C 3.7364 0.2126 3.1941 0.21 -0.53 0.28
C 2.7334 -0.7591 3.7801 -0.23 0.26 0.12
C 2.2877 3.7108 2.2681 -0.02 0.06 -0.07
H 4.4514 0.5524 3.9450 -0.07 0.16 -0.01
H 4.3035 -0.2717 2.4019 -0.06 0.17 -0.16
H 2.2097 -0.3214 4.6298 0.04 0.02 0.02
H 3.2390 -1.6625 4.1186 0.05 -0.02 -0.10
H 1.9858 -1.0337 3.0385 0.07 -0.11 -0.05
H 3.2461 3.9951 1.8447 0.02 -0.03 0.00
H 1.8150 4.5683 2.7420 -0.01 -0.01 0.03
H 1.6312 3.2928 1.5092 0.00 0.01 -0.01
O 2.2076 -3.7085 2.3968 0.27 0.04 0.03
S 1.8971 -5.1044 2.4965 -0.58 -0.30 -0.15
O 2.8658 -6.0244 3.0043 0.19 0.10 0.10
O 1.3784 -5.6177 1.0866 -0.07 0.06 0.07
C 2.2075 -5.3708 -0.0724 0.41 0.02 -0.49
C 3.3859 -6.3187 -0.1569 0.04 0.00 0.34
C 0.3889 -5.3176 3.3738 -0.07 0.02 -0.01
H 2.5286 -4.3278 -0.0802 -0.06 0.01 0.18
H 1.5525 -5.5150 -0.9292 -0.19 -0.04 0.14
H 4.1000 -6.1405 0.6468 0.01 0.04 -0.01
H 3.9045 -6.1907 -1.1063 -0.07 0.00 -0.05
H 3.0524 -7.3512 -0.0760 0.00 -0.02 -0.12
H -0.3570 -4.6454 2.9609 -0.02 0.00 -0.01
H 0.5803 -5.0742 4.4160 0.06 0.01 0.00
H 0.0732 -6.3528 3.2835 -0.01 -0.01 0.00
O 9.0858 -4.7811 2.0398 -0.06 0.05 -0.19
S 8.5503 -5.9040 2.7462 0.04 -0.05 0.46
O 7.6223 -6.7825 2.1076 -0.01 0.01 -0.20
O 7.9366 -5.3967 4.1215 0.12 -0.09 0.00
C 6.9713 -4.3219 4.0704 -0.49 0.40 -0.06
C 5.6020 -4.7900 3.6207 0.20 -0.14 -0.11
C 9.8632 -6.8542 3.4327 0.05 0.00 0.04
H 7.3505 -3.5199 3.4349 0.12 -0.11 -0.05
H 6.9196 -3.9348 5.0862 0.18 -0.14 0.07
H 5.6129 -5.1091 2.5802 -0.01 0.02 -0.01
H 4.8762 -3.9824 3.7179 0.01 0.02 0.04
H 5.2680 -5.6380 4.2148 -0.05 0.03 0.05
H 10.5475 -6.1865 3.9476 -0.01 0.02 0.01
H 10.3651 -7.3499 2.6054 -0.03 0.02 -0.05
H 9.4427 -7.5887 4.1137 -0.03 0.00 -0.01
O -2.8396 -6.1850 4.1656 0.26 0.00 -0.03
S -3.7821 -7.2159 3.8512 -0.48 0.05 -0.05
O -3.3249 -8.5196 3.4875 0.21 -0.04 0.04
O -4.7726 -6.6747 2.7330 -0.04 -0.01 0.12
C -4.1921 -6.1276 1.5285 0.24 0.13 -0.53
C -3.6908 -7.2018 0.5838 0.07 -0.16 0.19
C -4.9637 -7.3572 5.1465 -0.05 0.04 0.03
H -3.4001 -5.4238 1.7888 -0.01 -0.06 0.15
H -4.9911 -5.5586 1.0584 -0.14 -0.03 0.18
H -2.8369 -7.7320 1.0027 0.02 0.02 -0.01
H -3.3831 -6.7544 -0.3611 -0.04 0.06 0.00
H -4.4713 -7.9374 0.3919 -0.04 0.04 -0.05
H -5.3328 -6.3664 5.3945 0.00 0.01 -0.02
H -4.4519 -7.7973 5.9989 0.06 -0.01 -0.02
H -5.7690 -8.0057 4.8137 0.01 -0.02 -0.02
O 0.7226 -9.6414 -2.2232 -0.01 0.21 -0.07
S 1.9908 -10.2162 -1.8936 0.04 -0.47 0.09
O 3.1484 -9.3862 -1.7765 -0.03 0.20 -0.02
O 2.2957 -11.4011 -2.9102 -0.02 -0.03 0.12
C 2.2217 -11.1101 -4.3215 0.05 0.15 -0.56
C 3.4347 -10.3513 -4.8224 0.04 0.13 0.21
C 1.8396 -11.2010 -0.4440 -0.02 -0.05 0.02
H 1.2970 -10.5735 -4.5388 -0.02 0.03 0.16
H 2.1585 -12.0793 -4.8116 -0.01 -0.11 0.20
H 3.4738 -9.3466 -4.4044 -0.02 0.01 -0.01
H 3.4006 -10.2679 -5.9086 -0.04 -0.07 -0.01
H 4.3524 -10.8624 -4.5332 0.00 -0.05 -0.05
H 0.9795 -11.8551 -0.5525 -0.01 0.00 -0.02
H 1.6969 -10.5194 0.3915 0.01 0.05 -0.02
H 2.7547 -11.7715 -0.3130 0.02 0.02 -0.01
```
Positions in Å, forces in eV/Å.

Its HOMO energy is -0.367 hartree. The value obtained for the LUMO energy is 0.39 eV. Its spin multiplicity is 1. The total energy comes out at -154115.0327 eV.

Mulliken population analysis, charges in e, atoms 1 to 4:
1. C -1.057
2. C 0.450
3. O -0.532
4. N 0.195


Entry 4:
Entry from the OMol25 dataset: a structure of composition C25H23CsN3OS2Se in a non-equilibrium geometry (ωB97M-V with the def2-TZVPD basis set).

Structure (XYZ):
```
56
Properties=species:S:1:pos:R:3:forces:R:3
Cs 0.0000 0.0000 0.0000 0.45 -0.58 0.05
S -1.5188 2.8815 -0.3449 -2.84 -0.36 1.63
C -2.8926 2.2295 0.6042 1.64 -3.71 0.65
C -4.1288 2.6434 1.0711 1.90 5.86 -3.22
C -5.0994 2.0791 1.7818 -1.41 -7.52 3.65
C -4.8840 0.6083 2.2418 1.55 8.76 -4.11
C -3.6335 0.1787 1.7738 -10.79 -9.74 9.23
N -2.7190 0.4905 1.1893 11.32 9.42 -9.35
H -4.3729 3.7593 0.7630 0.62 -1.99 0.47
H -6.0399 2.5403 2.0803 0.38 0.30 -0.31
H -5.5679 0.1214 2.7772 -2.26 -2.12 1.95
H -3.4791 -0.9991 2.1514 -0.44 1.76 -0.45
O -1.2334 -0.9412 -2.4317 -1.03 -0.22 -0.34
S -2.6289 -1.4595 -2.6342 1.11 0.22 -0.62
C -2.4423 -2.9417 -3.6580 -0.13 -0.81 -0.32
C -1.3981 -3.0567 -4.5830 -0.08 0.05 0.04
C -1.2703 -4.2104 -5.3581 -0.24 0.17 0.31
C -2.1779 -5.2576 -5.2047 -0.10 0.10 0.13
C -3.2120 -5.1556 -4.2748 0.20 0.19 -0.13
C -3.3439 -4.0013 -3.5005 0.20 0.16 -0.09
C -3.3297 -0.4545 -3.9752 -0.43 0.58 -0.57
C -4.6305 -0.7012 -4.4338 0.15 0.18 -0.06
C -5.1787 0.0819 -5.4522 0.28 -0.06 0.19
C -4.4372 1.1226 -6.0092 0.14 -0.03 0.08
C -3.1482 1.3847 -5.5482 -0.27 -0.32 0.12
C -2.5974 0.6012 -4.5323 0.08 -0.20 0.18
H -0.6801 -2.2478 -4.7007 -0.16 -0.08 0.16
H -0.4594 -4.2923 -6.0774 -0.12 0.04 0.14
H -2.0743 -6.1573 -5.8064 -0.02 0.13 0.11
H -3.9121 -5.9780 -4.1500 0.11 0.15 0.02
H -4.1488 -3.9396 -2.7727 0.14 0.07 -0.02
H -5.2265 -1.5035 -4.0074 0.11 0.04 0.01
H -6.1855 -0.1187 -5.8103 0.16 0.00 0.10
H -4.8648 1.7328 -6.8010 0.05 -0.09 0.13
H -2.5708 2.1999 -5.9765 -0.07 -0.14 0.11
H -1.5921 0.8196 -4.1775 -0.21 -0.17 0.11
C -1.2704 1.1247 4.7449 -0.17 -0.28 0.09
N -0.7780 2.2954 4.0186 1.05 -0.36 -0.56
C 0.3433 2.4197 3.2561 0.91 -1.14 -0.24
Se 1.5015 1.1458 2.9603 1.90 -1.80 -0.13
N 0.4729 3.6643 2.7365 0.53 -0.40 -0.03
C -0.5992 4.3364 3.1883 -0.81 3.40 -0.75
C -0.9530 5.6622 2.9502 -1.00 0.08 0.66
C -2.1383 6.1362 3.5440 0.33 -0.84 0.11
C -2.9282 5.2830 4.3496 0.79 -0.36 -0.36
C -2.5410 3.9473 4.5697 0.00 0.98 -0.30
C -1.3607 3.5092 3.9666 -2.70 0.93 1.34
H -0.5952 0.2547 4.6170 -0.26 0.78 -0.16
H -2.2768 0.8481 4.3663 0.58 0.23 0.14
H -1.3398 1.3605 5.8275 0.05 -0.03 -0.61
H 1.2363 4.0240 2.1210 -1.21 -1.01 0.97
H -0.3402 6.3050 2.3319 -0.02 -0.05 -0.03
H -2.4470 7.1607 3.3826 0.00 -0.02 -0.01
H -3.8372 5.6596 4.8005 0.01 -0.02 -0.02
H -3.1402 3.2888 5.1849 0.03 -0.03 -0.07
H 0.7086 -2.6963 0.6842 0.02 -0.12 -0.01
```
Positions in Å, forces in eV/Å.

Its HOMO energy is -0.072 hartree. Its energy above the lowest of the compared OMol25 structures with the same formula, charge and spin is 57.1 kcal per mole. The value obtained for the LUMO energy is 2.15 eV. Its spin multiplicity is 1. Its charge is -1. The total energy comes out at -120375.1848 eV.

Mulliken population analysis, charges in e, atoms 1 to 4:
1. Cs 0.400
2. S -0.438
3. C -0.237
4. C -0.127